[1]
ORCA calculation (the ωB97M-V functional and the def2-TZVPD basis) on a 14-piece molecular cluster, C28H85IO19P2Si overall.

Atoms and positions in Å:
C 3.22 -2.27 2.38
C 4.51 -1.93 1.61
C 4.28 -1.50 0.15
C 3.24 -0.38 -0.05
C 3.43 0.86 0.83
C 2.11 1.55 1.20
C 2.03 2.18 2.60
C 0.80 1.80 3.43
C -0.54 1.79 2.68
C -1.03 0.37 2.35
C -2.30 0.24 1.50
O -2.23 1.02 0.24
C -1.14 0.97 -0.50
O -0.37 0.04 -0.55
P -0.93 2.45 -1.58
O -2.19 2.79 -2.25
O -0.36 3.60 -0.64
O 0.25 2.05 -2.57
P -3.70 1.26 2.24
O -4.94 0.58 1.41
I -3.93 0.29 4.49
Si -2.69 -1.63 1.09
C -3.28 -1.72 -0.68
C -3.91 -2.48 2.21
C -1.10 -2.61 1.24
H 2.33 -2.11 1.77
H 3.21 -3.32 2.69
H 3.11 -1.65 3.27
H 5.06 -1.13 2.11
H 5.19 -2.79 1.58
H 3.91 -2.38 -0.41
H 5.23 -1.21 -0.30
H 2.24 -0.80 0.09
H 3.28 -0.09 -1.11
H 4.07 1.57 0.30
H 3.95 0.60 1.76
H 1.87 2.32 0.45
H 1.32 0.80 1.11
H 2.93 1.90 3.16
H 2.09 3.27 2.52
H 0.72 2.54 4.24
H 0.96 0.84 3.94
H -1.31 2.27 3.29
H -0.46 2.40 1.78
H -0.23 -0.23 1.91
H -1.25 -0.13 3.30
H 0.55 3.87 -0.80
H 1.13 2.00 -2.17
H -5.60 0.10 1.93
H -4.07 -2.47 -0.76
H -2.45 -2.03 -1.32
H -3.65 -0.77 -1.06
H -3.94 -3.52 1.86
H -4.94 -2.11 2.15
H -3.61 -2.52 3.26
H -0.28 -2.14 0.69
H -1.27 -3.60 0.81
H -0.78 -2.74 2.28
C -1.72 3.67 -5.48
O -1.45 4.77 -4.62
H -1.35 3.90 -6.48
H -1.22 2.77 -5.11
H -2.79 3.48 -5.52
H -1.82 4.50 -3.78
C 5.37 4.51 0.13
O 4.02 4.14 0.47
H 6.01 3.68 0.44
H 5.45 4.65 -0.95
H 5.68 5.42 0.65
H 3.45 4.86 0.19
C -4.41 -3.16 7.56
O -3.34 -2.39 7.03
H -3.97 -3.90 8.23
H -5.11 -2.55 8.13
H -4.95 -3.69 6.77
H -3.71 -1.73 6.43
C -0.46 -1.28 -4.33
O -1.18 -0.91 -3.16
H -1.17 -1.30 -5.15
H 0.32 -0.55 -4.57
H -0.01 -2.27 -4.23
H -0.56 -0.89 -2.42
C -4.96 -6.59 0.71
O -4.84 -5.65 1.77
H -4.51 -6.14 -0.17
H -4.45 -7.53 0.93
H -6.01 -6.81 0.48
H -5.24 -6.03 2.55
C -8.60 0.62 1.74
O -7.95 -0.58 1.33
H -8.90 0.49 2.78
H -7.92 1.47 1.68
H -9.49 0.83 1.15
H -7.69 -0.47 0.41
C -5.52 -2.27 -4.43
O -4.71 -2.77 -3.38
H -6.26 -3.03 -4.65
H -6.04 -1.35 -4.14
H -4.95 -2.08 -5.34
H -4.05 -2.10 -3.16
C 8.79 -2.45 2.62
O 7.72 -2.91 1.82
H 8.37 -1.74 3.33
H 9.26 -3.26 3.19
H 9.55 -1.93 2.03
H 8.07 -3.54 1.18
C -4.02 0.83 -4.59
O -4.55 1.54 -3.50
H -4.83 0.63 -5.29
H -3.24 1.40 -5.10
H -3.59 -0.13 -4.28
H -3.83 1.76 -2.89
C -3.88 2.17 8.76
O -4.86 1.71 7.85
H -4.36 2.90 9.40
H -3.48 1.36 9.38
H -3.05 2.66 8.25
H -4.45 1.06 7.27
C 4.14 3.22 -3.20
O 5.46 3.75 -3.26
H 3.93 3.00 -2.15
H 3.41 3.96 -3.55
H 4.05 2.31 -3.79
H 5.64 3.96 -4.18
C 4.64 -0.54 -5.87
O 4.98 0.20 -4.71
H 3.57 -0.68 -5.86
H 4.91 0.00 -6.79
H 5.13 -1.51 -5.89
H 5.93 0.32 -4.70
C 9.19 1.26 -5.53
O 7.80 1.14 -5.25
H 9.66 0.34 -5.20
H 9.37 1.38 -6.60
H 9.64 2.10 -5.00
H 7.35 1.94 -5.53

Properties
E_HOMO = -8.78 eV
DFT total energy = -3817.22350 Eh
frontier orbital gap = 8.780 eV
LUMO level = 0.00 eV
relative energy (zero: lowest compared OMol25 entry of this formula, charge and spin) = 0.0 kJ/mol
largest force on an atom = 1.00 eV/A

***

[2]
ORCA calculation (the ωB97M-V functional and the def2-TZVPD basis) on C20H28CeNO3P as an isolated structure in a non-equilibrium geometry.

Atoms and positions in Å:
C -3.11 -1.02 2.97
C -2.17 -1.92 2.48
C -1.56 -1.74 1.21
C -1.94 -0.63 0.46
C -2.83 0.35 0.98
C -3.45 0.14 2.23
C -0.48 -2.73 0.76
C 0.06 -2.68 -0.63
N -0.79 -2.37 -1.76
Ce 0.25 -0.54 -0.28
C -2.99 1.70 0.29
P -1.87 1.77 -1.13
H -1.89 -2.80 3.07
H -4.18 0.83 2.66
H -3.58 -1.19 3.94
H -2.78 2.60 0.90
H -4.00 1.91 -0.14
H 0.39 -2.69 1.46
H -0.86 -3.76 0.91
H 1.11 -2.77 -0.83
C -1.94 3.45 -1.77
C -2.26 0.56 -2.42
H 3.37 -1.90 -1.44
C -1.99 -3.42 -1.65
C -0.11 -2.74 -3.09
H -0.48 1.59 -0.67
H -1.82 -4.21 -2.42
H -1.95 -3.90 -0.67
H -2.99 -2.96 -1.73
H -0.53 -3.64 -3.56
H -0.12 -1.92 -3.83
H 0.96 -2.90 -2.89
H -3.28 0.80 -2.79
H -1.53 0.65 -3.25
H -2.22 -0.47 -2.02
H -2.97 3.73 -2.03
H -1.59 4.15 -0.99
H -1.31 3.55 -2.66
H 2.99 -2.10 -0.74
O 1.44 1.72 1.34
C 2.79 2.04 1.47
C 3.15 3.38 1.76
C 4.48 3.76 1.61
C 5.44 2.82 1.24
C 5.09 1.47 1.14
C 3.76 1.06 1.28
C 3.39 -0.42 1.31
O 4.31 -1.22 1.32
O 2.10 -0.72 1.28
H 1.03 2.57 1.56
H 2.41 4.10 2.07
H 4.74 4.81 1.75
H 6.45 3.13 1.05
H 5.86 0.72 0.92

Properties
E_HOMO (spin up / spin down) = -13.50 / -13.50 eV
DFT total energy = -1875.09713 Eh
frontier orbital gap (spin up / spin down) = 6.126 / 6.114 eV
LUMO level (spin up / spin down) = -7.37 / -7.38 eV
largest force on an atom = 3.57 eV/A
net charge = +2

***

[3]
ORCA calculation (the ωB97M-V functional and the def2-TZVPD basis) on a 4-piece molecular cluster, C5H17NO3 overall in a non-equilibrium geometry.

Atoms and positions in Å:
C -1.20 0.77 2.35
C -1.99 0.12 1.20
C -1.15 -0.58 0.15
C -1.58 -0.40 -1.29
C -0.30 -1.56 0.51
N 0.45 -2.32 -0.37
H -1.86 1.02 3.19
H -0.35 0.16 2.66
H -0.92 1.78 2.02
H -2.61 -0.68 1.63
H -2.66 0.89 0.82
H -2.12 0.53 -1.46
H -2.18 -1.25 -1.63
H -0.73 -0.35 -1.98
H -0.26 -1.70 1.59
H 0.88 -1.85 -1.16
H 0.98 -3.07 0.03
O 1.99 -0.32 -1.88
H 1.51 0.44 -1.49
H 1.70 -0.26 -2.80
O 0.70 2.07 -1.53
H 1.20 2.53 -0.84
H -0.18 1.97 -1.15
O 1.99 1.36 1.26
H 2.57 1.42 2.02
H 1.79 0.44 1.05

Properties
structure (SMILES) = CC/C(C)=C/N.O.O.O
E_HOMO = -7.50 eV
DFT total energy = -481.15593 Eh
frontier orbital gap = 8.110 eV
LUMO level = 0.61 eV
relative energy (zero: lowest compared OMol25 entry of this formula, charge and spin) = 66.8 kJ/mol
largest force on an atom = 1.55 eV/A

***

[4]
ORCA calculation (the ωB97M-V functional and the def2-TZVPD basis) on C57H54BaF2N5OPS as an isolated structure in a non-equilibrium geometry.

Atoms and positions in Å:
Ba 0.39 -0.31 0.72
C -0.19 -0.56 -3.68
C 1.31 -0.37 -3.41
C 1.94 -1.68 -3.01
C 2.91 -2.30 -3.79
C 3.39 -3.54 -3.41
C 2.88 -4.13 -2.27
C 1.92 -3.43 -1.55
N 1.47 -2.23 -1.89
N -1.09 -0.20 -2.57
C -1.59 1.16 -2.72
C -0.51 2.20 -2.70
C -0.31 3.07 -3.76
C 0.70 4.01 -3.68
C 1.48 4.04 -2.54
C 1.21 3.14 -1.52
N 0.24 2.24 -1.59
C -2.21 -1.12 -2.44
C -1.85 -2.44 -1.81
C -1.84 -3.64 -2.51
C -1.56 -4.81 -1.82
C -1.31 -4.73 -0.46
C -1.34 -3.48 0.15
N -1.59 -2.36 -0.51
H -0.37 -1.61 -3.92
H -0.48 0.01 -4.58
H 1.45 0.36 -2.61
H 1.81 0.03 -4.29
H 3.27 -1.81 -4.69
H 4.15 -4.04 -4.00
H 3.21 -5.10 -1.93
H 1.49 -3.86 -0.65
H -2.27 1.36 -1.90
H -2.17 1.26 -3.66
H -0.95 3.01 -4.64
H 0.88 4.71 -4.49
H 2.29 4.75 -2.42
H 1.80 3.10 -0.61
H -2.72 -1.28 -3.41
H -2.93 -0.65 -1.77
H -2.06 -3.65 -3.57
H -1.54 -5.76 -2.33
H -1.10 -5.62 0.13
H -1.13 -3.38 1.21
F 6.31 0.11 0.75
C 5.16 0.72 1.15
C 3.99 0.51 0.46
C 2.78 1.10 0.85
C 2.83 2.00 1.95
C 4.03 2.15 2.63
F 4.14 2.94 3.74
C 5.21 1.53 2.27
C 1.61 2.84 2.24
C 1.57 3.89 3.17
C 0.45 4.69 3.24
C -0.63 4.45 2.40
C -0.52 3.38 1.54
N 0.54 2.59 1.47
H 4.04 -0.17 -0.39
H 6.12 1.69 2.83
H 2.41 4.08 3.81
H 0.42 5.50 3.96
H -1.52 5.06 2.42
H -1.34 3.12 0.87
C -5.07 -3.66 0.91
C -5.49 -2.88 -0.15
C -5.13 -1.53 -0.22
C -4.33 -0.97 0.77
C -3.92 -1.76 1.84
C -4.29 -3.09 1.91
P -3.58 0.70 0.70
C -4.74 1.77 -0.24
C -5.22 2.97 0.29
C -5.98 3.84 -0.47
C -6.29 3.54 -1.79
C -5.80 2.36 -2.35
C -5.03 1.50 -1.59
C -3.92 1.24 2.42
C -2.87 1.68 3.22
C -3.12 2.07 4.54
C -4.40 2.02 5.05
C -5.45 1.57 4.25
C -5.21 1.18 2.95
H -5.35 -4.70 0.96
H -6.11 -3.30 -0.93
H -5.49 -0.94 -1.05
H -3.28 -1.34 2.61
H -3.95 -3.69 2.75
H -5.00 3.23 1.32
H -6.34 4.76 -0.03
H -6.89 4.21 -2.39
H -6.01 2.12 -3.38
H -4.63 0.62 -2.07
H -1.86 1.67 2.85
H -2.29 2.39 5.15
H -4.59 2.32 6.07
H -6.45 1.52 4.65
H -6.03 0.83 2.33
C 4.81 -8.18 1.54
C 4.32 -6.76 1.50
C 3.01 -6.45 1.86
C 2.54 -5.15 1.80
C 3.40 -4.15 1.38
C 4.71 -4.43 1.01
C 5.16 -5.74 1.08
S 2.83 -2.47 1.24
C 3.16 -1.89 2.90
O 1.32 -2.54 1.15
H 4.20 -8.80 2.19
H 5.84 -8.23 1.89
H 4.79 -8.63 0.54
H 2.35 -7.24 2.19
H 1.52 -4.90 2.06
H 5.36 -3.64 0.65
H 6.18 -5.97 0.80
H 2.56 -2.47 3.60
H 2.88 -0.84 2.93
H 4.23 -2.00 3.09
C -0.34 -0.59 3.41
H 0.02 0.23 4.06
H 0.13 -1.51 3.81
H -1.41 -0.69 3.67

Properties
E_HOMO = -5.78 eV
DFT total energy = -3518.21007 Eh
frontier orbital gap = 6.138 eV
LUMO level = 0.36 eV
relative energy (zero: lowest compared OMol25 entry of this formula, charge and spin) = 108.9 kJ/mol
largest force on an atom = 2.47 eV/A

***

[5]
ORCA calculation (the ωB97M-V functional and the def2-TZVPD basis) on a 2-piece molecular cluster, C5H14N2O overall in a non-equilibrium geometry.

Atoms and positions in Å:
C 1.61 0.55 -1.55
C 1.92 -0.66 -0.67
C 1.37 -0.55 0.74
C -0.10 -0.23 0.88
N -0.54 0.93 1.58
C -1.01 -1.05 0.32
N -2.40 -1.09 0.35
H 2.05 0.46 -2.54
H 1.84 1.46 -0.99
H 0.55 0.60 -1.70
H 2.97 -0.93 -0.64
H 1.45 -1.53 -1.13
H 1.54 -1.48 1.28
H 1.97 0.16 1.33
H -0.78 0.77 2.56
H 0.09 1.71 1.62
H -0.53 -1.88 -0.19
H -2.80 -0.38 0.96
H -2.88 -1.96 0.45
O -2.22 1.99 -1.14
H -1.43 1.95 -0.59
H -2.66 1.16 -0.92

Properties
structure (SMILES) = CCC/C(N)=C/N.O
E_HOMO = -7.85 eV
DFT total energy = -383.63418 Eh
frontier orbital gap = 8.672 eV
LUMO level = 0.82 eV
relative energy (zero: lowest compared OMol25 entry of this formula, charge and spin) = 174.7 kJ/mol
largest force on an atom = 1.97 eV/A

***

[6]
ORCA calculation (the ωB97M-V functional and the def2-TZVPD basis) on one molecule with the formula C3H9NS in a non-equilibrium geometry.

Atoms and positions in Å:
C 2.21 -0.64 -0.23
C 0.91 0.20 -0.22
N 1.00 1.27 0.76
C -0.27 -0.71 0.09
S -1.90 0.07 -0.08
H 2.48 -1.05 -1.19
H 3.01 0.00 0.14
H 2.12 -1.41 0.55
H 0.72 0.56 -1.24
H 1.24 2.14 0.31
H 0.08 1.43 1.18
H -0.26 -1.05 1.12
H -0.18 -1.59 -0.55
H -1.89 0.19 -1.41

Properties
structure (SMILES) = C[C@H](N)CS
E_HOMO = -9.19 eV
DFT total energy = -572.63508 Eh
frontier orbital gap = 10.117 eV
LUMO level = 0.93 eV
relative energy (zero: lowest compared OMol25 entry of this formula, charge and spin) = 13.2 kJ/mol
largest force on an atom = 1.14 eV/A

***

[7]
ORCA calculation (the ωB97M-V functional and the def2-TZVPD basis) on C29H56O21S6V as an isolated structure in a non-equilibrium geometry.

Atoms and positions in Å:
O -17.70 11.57 -14.69
V -16.48 11.41 -13.67
O -15.07 11.29 -14.39
C -17.69 15.19 -19.90
C -16.78 16.24 -19.28
O -16.63 15.79 -17.98
S -16.36 14.15 -17.94
O -16.99 13.47 -16.80
O -14.94 13.87 -18.15
O -17.30 13.98 -19.26
H -17.54 15.12 -20.98
H -18.75 15.25 -19.65
H -17.24 17.23 -19.27
H -15.86 16.41 -19.83
O -16.99 9.25 -15.50
S -18.14 8.37 -15.86
O -18.79 7.44 -14.93
O -19.50 9.29 -16.42
C -19.33 10.39 -17.34
C -19.97 11.64 -16.72
C -17.68 7.60 -17.47
H -19.88 10.05 -18.22
H -18.26 10.57 -17.42
H -21.05 11.75 -16.86
H -19.56 12.53 -17.19
H -19.83 11.68 -15.64
H -18.63 7.40 -17.95
H -17.23 6.61 -17.36
H -17.01 8.29 -17.97
O -16.23 13.14 -9.88
S -15.07 12.48 -10.45
O -15.19 11.91 -11.82
O -13.85 13.55 -10.48
C -13.66 14.48 -9.41
C -12.20 14.35 -8.98
C -14.52 11.19 -9.21
H -14.18 14.28 -8.47
H -13.90 15.48 -9.77
H -12.14 13.27 -8.87
H -11.93 14.95 -8.11
H -11.47 14.51 -9.77
H -15.12 10.28 -9.23
H -14.53 11.63 -8.21
H -13.53 10.77 -9.38
O -16.66 9.35 -12.82
S -16.77 8.36 -11.74
O -15.96 8.46 -10.56
O -18.42 8.20 -11.38
C -18.83 7.59 -10.12
C -19.13 8.70 -9.02
C -16.65 6.69 -12.40
H -18.08 6.89 -9.75
H -19.67 6.90 -10.24
H -18.32 9.42 -8.90
H -19.31 8.22 -8.06
H -20.07 9.24 -9.20
H -17.42 6.73 -13.17
H -16.85 6.15 -11.48
H -15.72 6.54 -12.95
O -20.28 11.41 -10.47
S -19.65 12.06 -11.60
O -18.27 11.89 -11.94
O -20.40 11.68 -12.95
C -20.72 10.30 -13.16
C -22.11 10.34 -13.71
C -19.96 13.91 -11.37
H -20.55 9.72 -12.25
H -19.98 9.88 -13.84
H -22.61 11.13 -13.17
H -22.49 9.33 -13.56
H -22.18 10.41 -14.80
H -19.14 14.17 -10.69
H -20.93 14.15 -10.95
H -19.76 14.48 -12.27
O -14.63 15.25 -12.84
S -15.95 15.08 -13.44
O -16.39 13.74 -13.93
O -16.97 15.69 -12.34
C -16.58 16.85 -11.63
C -17.55 18.00 -11.98
C -16.31 16.25 -14.88
H -15.59 17.27 -11.80
H -16.56 16.55 -10.58
H -17.86 18.05 -13.02
H -17.12 18.97 -11.75
H -18.50 17.86 -11.46
H -17.17 15.86 -15.43
H -15.41 16.31 -15.50
H -16.47 17.24 -14.47
C -14.58 9.71 -17.57
C -14.13 8.48 -17.89
C -12.77 8.25 -18.25
C -11.92 9.35 -18.29
C -12.37 10.61 -17.80
C -13.71 10.78 -17.42
H -15.62 9.92 -17.37
H -14.90 7.73 -17.88
H -12.35 7.31 -18.60
H -10.88 9.21 -18.53
H -11.70 11.46 -17.75
H -14.01 11.77 -17.11
C -11.94 9.70 -14.41
C -10.56 9.81 -14.60
C -9.77 10.43 -13.62
C -10.41 10.85 -12.46
C -11.77 10.61 -12.30
C -12.57 9.95 -13.26
H -12.57 9.36 -15.22
H -10.10 9.59 -15.55
H -8.77 10.77 -13.84
H -9.79 11.11 -11.61
H -12.33 10.86 -11.41
H -13.63 9.73 -13.23

Properties
E_HOMO = -10.32 eV
DFT total energy = -6051.35827 Eh
frontier orbital gap = 7.684 eV
LUMO level = -2.64 eV
largest force on an atom = 4.10 eV/A
net charge = +1